{
  "formula": "C12H36N7O5P2Sr2",
  "method": "ωB97M-V/def2-TZVPD",
  "symbols": ["Sr", "Sr", "N", "O", "O", "O", "O", "P", "N", "C", "C", "N", "C", "C", "N", "C", "C", "H", "H", "H", "H", "H", "H", "H", "H", "H", "H", "H", "H", "H", "H", "H", "H", "H", "H", "O", "P", "N", "C", "C", "N", "C", "C", "N", "C", "C", "H", "H", "H", "H", "H", "H", "H", "H", "H", "H", "H", "H", "H", "H", "H", "H", "H", "H"],
  "positions_angstrom": [[-0.81470, -0.97971, 0.68863], [2.44631, 5.12951, 0.07411], [0.75674, 1.75631, 0.35611], [1.42281, 2.71676, 0.14051], [0.45672, 0.92950, -0.40918], [0.20773, 1.62689, 1.48838], [-2.49289, 0.50588, -0.38000], [-3.31841, 1.51499, -1.10603], [-3.31505, 3.07749, -0.48091], [-2.68506, 4.17308, -1.26974], [-3.61910, 3.31984, 0.97044], [-4.98446, 1.09721, -1.36592], [-6.06452, 2.10901, -1.58705], [-5.49877, 0.07518, -0.51968], [-2.79607, 1.62205, -2.77088], [-1.38410, 1.24044, -3.12369], [-3.61932, 2.14846, -3.85127], [-1.61716, 3.98032, -1.37226], [-2.77230, 5.09763, -0.69904], [-2.98889, 4.39128, -2.29355], [-3.13159, 2.57269, 1.59670], [-4.69210, 3.49889, 1.03910], [-3.08697, 4.24830, 1.17755], [-6.45058, 2.31143, -0.58800], [-5.58311, 2.96558, -2.05888], [-6.89818, 1.66852, -2.13393], [-6.28241, 0.41446, 0.15774], [-5.98136, -0.66192, -1.16148], [-4.82965, -0.54224, 0.07961], [-0.71709, 2.10227, -3.10218], [-1.23554, 0.45132, -2.38658], [-1.53307, 0.73184, -4.07618], [-3.73406, 3.23238, -3.84446], [-4.62051, 1.72192, -3.78974], [-3.08546, 1.87726, -4.76206], [1.36154, -1.98739, 0.86472], [2.80868, -2.25797, 1.08426], [3.16419, -3.78308, 1.79656], [4.47200, -4.25915, 2.28177], [2.07455, -4.66289, 2.33498], [3.38673, -1.18333, 2.19615], [3.33136, -1.59258, 3.62774], [3.23447, 0.24961, 1.87684], [3.98748, -2.17650, -0.22865], [3.74986, -2.72282, -1.57154], [5.40475, -2.04466, -0.02038], [4.65844, -5.22498, 1.81218], [4.30991, -4.54566, 3.32088], [5.20530, -3.45501, 2.22070], [2.22240, -4.73206, 3.41269], [2.06204, -5.64308, 1.85835], [1.06333, -4.26827, 2.23597], [2.67048, -2.43782, 3.81988], [4.35491, -1.80469, 3.93670], [2.82176, -0.90778, 4.30556], [3.12021, 0.47134, 0.81576], [2.36863, 0.66278, 2.39424], [3.93329, 0.87831, 2.42866], [4.39895, -2.26200, -2.31613], [4.08808, -3.75854, -1.60323], [2.71587, -2.51697, -1.84829], [6.02844, -1.70629, -0.84779], [5.84561, -2.98271, 0.31696], [5.69896, -1.47063, 0.85828]],
  "lumo_energy_ev": -11.15,
  "homo_ev": -14.9,
  "molar_mass_da": 595.65,
  "homo_lumo_gap_ev": 3.8,
  "charge": 3
}

=====

{
  "formula": "H3N2O4",
  "method": "ωB97M-V/def2-TZVPD",
  "symbols": ["N", "N", "O", "O", "O", "O", "H", "H", "H"],
  "positions_angstrom": [[0.74355, 0.51795, 0.75365], [-0.50044, 0.81049, -1.03293], [-1.11172, 1.61565, -1.79215], [-0.15164, -1.92269, 1.03049], [0.16004, 1.45017, -0.06625], [-0.45311, -0.40128, -1.23034], [0.44377, -1.26221, 0.76340], [1.59679, 1.00863, 1.31303], [-0.72723, -1.81672, 0.26109]],
  "lumo_energy_ev": [4.54, 4.54],
  "homo_ev": [-2.8, -2.8],
  "molar_mass_da": 95.03,
  "de_lowest_kcal_mol": 40.1,
  "homo_lumo_gap_ev": [7.3, 7.3],
  "charge": -1
}

=====

{
  "formula": "C41H72NO30",
  "method": "ωB97M-V/def2-TZVPD",
  "symbols": ["C", "C", "O", "C", "C", "C", "C", "N", "C", "C", "C", "O", "C", "C", "O", "C", "C", "C", "C", "O", "O", "C", "C", "O", "H", "H", "H", "H", "H", "H", "H", "H", "H", "H", "H", "H", "H", "H", "H", "H", "H", "H", "H", "H", "H", "H", "H", "H", "C", "O", "C", "O", "O", "C", "H", "H", "H", "H", "H", "H", "C", "O", "C", "O", "O", "C", "H", "H", "H", "H", "H", "H", "C", "O", "C", "O", "O", "C", "H", "H", "H", "H", "H", "H", "C", "O", "C", "O", "O", "C", "H", "H", "H", "H", "H", "H", "C", "O", "C", "O", "O", "C", "H", "H", "H", "H", "H", "H", "C", "O", "C", "O", "O", "C", "H", "H", "H", "H", "H", "H", "C", "O", "C", "O", "O", "C", "H", "H", "H", "H", "H", "H", "C", "O", "C", "O", "O", "C", "H", "H", "H", "H", "H", "H"],
  "positions_angstrom": [[-0.56484, 1.85301, 3.12459], [-1.05204, 0.75922, 2.03514], [-0.04238, 0.55173, 0.98451], [-0.74665, -0.05655, -0.12768], [0.17421, -0.94414, -1.09696], [1.65596, -1.18586, -0.54121], [2.90354, -0.54051, -1.19462], [4.26283, -0.70896, -0.72420], [5.47101, -0.08837, -1.34670], [5.20701, 1.40186, -1.93883], [6.29044, 2.47590, -1.43459], [6.76000, 3.38996, -2.45192], [5.68978, 3.93654, -3.22104], [4.61274, 4.99852, -2.71263], [5.57562, 3.52234, -4.40836], [4.50317, -1.57879, 0.42323], [3.38848, -2.32346, 1.18839], [1.91223, -2.09983, 0.70280], [0.77056, -2.83081, 1.52815], [-0.14427, -3.39301, 0.86998], [0.71285, -2.92730, 2.93855], [0.83779, -1.63079, 3.57879], [2.09670, -1.63336, 4.60517], [3.05901, -2.44725, 4.49909], [-0.28845, 1.36729, 4.11905], [0.30233, 2.48587, 2.70290], [-1.42771, 2.59091, 3.32269], [-1.98367, 1.17965, 1.49927], [-1.31239, -0.22890, 2.54706], [-1.64546, -0.63640, 0.28452], [-1.19318, 0.81051, -0.75247], [-0.35622, -1.93011, -1.38649], [0.29285, -0.36100, -2.08776], [2.78798, 0.13746, -2.11874], [6.36135, -0.13246, -0.62353], [5.77074, -0.76953, -2.23354], [4.17032, 1.81642, -1.63189], [5.17007, 1.27281, -3.08233], [5.81143, 3.07632, -0.58041], [7.18616, 1.92183, -0.95733], [3.57641, 4.51252, -2.88443], [4.67639, 5.26205, -1.60617], [4.64704, 5.89855, -3.41804], [5.58217, -1.74964, 0.78777], [3.59740, -3.00608, 2.07754], [-0.08124, -1.38686, 4.23373], [0.95875, -0.75969, 2.83520], [2.16485, -0.85408, 5.46036], [0.44067, 4.32740, 6.42543], [1.08244, 3.05315, 6.35031], [2.29503, 3.01079, 6.92616], [2.85280, 3.93202, 7.47581], [2.78100, 1.76429, 6.78466], [4.07571, 1.57278, 7.35624], [-0.52713, 4.24293, 5.92990], [0.27179, 4.61328, 7.46601], [1.02958, 5.08696, 5.90622], [4.05147, 1.74972, 8.43362], [4.80966, 2.22246, 6.87442], [4.36679, 0.53583, 7.18350], [-2.58036, -5.70688, -0.53669], [-3.92379, -5.35514, -0.86574], [-4.05466, -4.13719, -1.41704], [-3.15719, -3.35907, -1.64172], [-5.35688, -3.93562, -1.67471], [-5.64822, -2.67096, -2.26763], [-2.59251, -6.70591, -0.09975], [-1.95768, -5.73065, -1.43402], [-2.17031, -5.01310, 0.20054], [-5.14785, -2.57366, -3.23360], [-5.36024, -1.85635, -1.59922], [-6.72519, -2.61925, -2.43023], [-0.88945, 3.63292, -2.79528], [-2.28485, 3.50781, -2.53129], [-2.90842, 4.67784, -2.30760], [-2.39106, 5.76898, -2.31410], [-4.20470, 4.42046, -2.07522], [-4.99667, 5.58081, -1.81930], [-0.48794, 2.63182, -2.95924], [-0.71861, 4.22479, -3.69744], [-0.37400, 4.07453, -1.94002], [-4.98916, 6.25066, -2.68183], [-4.64382, 6.09865, -0.92467], [-6.02202, 5.25290, -1.64630], [3.66264, 6.13696, 2.85078], [2.39749, 6.62088, 2.40314], [1.88318, 5.94339, 1.36396], [2.39407, 4.99758, 0.80937], [0.70242, 6.49963, 1.04883], [0.03540, 5.87614, -0.04745], [3.97903, 6.75739, 3.68978], [3.57980, 5.10399, 3.19691], [4.40985, 6.22044, 2.05833], [-0.19247, 4.83241, 0.18386], [0.63726, 5.94865, -0.95623], [-0.90331, 6.40483, -0.21376], [-2.86347, 3.36918, 12.41759], [-2.04815, 3.67025, 11.28576], [-0.76330, 3.30025, 11.41839], [-0.27732, 2.75837, 12.37993], [-0.11377, 3.63980, 10.29094], [1.27324, 3.30370, 10.29061], [-3.87589, 3.71081, 12.19950], [-2.89317, 2.29194, 12.59561], [-2.50385, 3.89742, 13.30328], [1.40788, 2.22320, 10.38409], [1.79775, 3.82921, 11.09164], [1.69552, 3.62043, 9.33622], [-4.76691, -8.33978, -1.82503], [-4.55362, -9.67525, -2.27851], [-3.64066, -9.78367, -3.25774], [-3.02056, -8.87288, -3.75322], [-3.53707, -11.08005, -3.58935], [-2.59319, -11.34568, -4.62773], [-5.52025, -8.36984, -1.03714], [-3.84859, -7.92406, -1.40782], [-5.14171, -7.71211, -2.63649], [-1.58781, -11.04840, -4.32115], [-2.88198, -10.83714, -5.55036], [-2.59386, -12.42044, -4.81177], [-4.18658, 3.62749, -9.25319], [-3.46187, 4.54978, -8.44068], [-4.03619, 4.80807, -7.25418], [-5.07051, 4.33679, -6.84926], [-3.25662, 5.68379, -6.59618], [-3.74875, 6.05121, -5.30937], [-3.63201, 3.49493, -10.18275], [-4.26689, 2.65748, -8.75742], [-5.17632, 4.02123, -9.49449], [-3.81179, 5.17700, -4.65774], [-4.72152, 6.54134, -5.39427], [-3.04447, 6.75848, -4.87010], [-0.11051, -8.08065, -5.26090], [0.97776, -8.15333, -6.18144], [1.38558, -9.40439, -6.45212], [0.91715, -10.41783, -5.99267], [2.40562, -9.33046, -7.32349], [2.94308, -10.59630, -7.70381], [-0.35669, -7.02816, -5.11577], [-0.98998, -8.58777, -5.66260], [0.17256, -8.50506, -4.29502], [2.18432, -11.20306, -8.20279], [3.34697, -11.12043, -6.83477], [3.75712, -10.41528, -8.40655]],
  "lumo_energy_ev": -4.87,
  "homo_ev": -12.1,
  "molar_mass_da": 1059.00,
  "homo_lumo_gap_ev": 7.2,
  "charge": 1
}

=====

{
  "formula": "C4H11INO",
  "method": "ωB97M-V/def2-TZVPD",
  "symbols": ["I", "C", "C", "C", "O", "C", "N", "H", "H", "H", "H", "H", "H", "H", "H", "H", "H", "H"],
  "positions_angstrom": [[2.63902, 3.11840, 0.48738], [-1.41541, 0.71024, -1.09746], [-0.98522, 0.44430, 0.34487], [0.30688, -0.33645, 0.36614], [0.09908, -1.62520, -0.19129], [1.25576, -2.39799, -0.12260], [-0.77093, 1.65173, 1.13688], [-0.65450, 1.29905, -1.61248], [-2.36155, 1.26359, -1.12149], [-1.59205, -0.22106, -1.64202], [-1.73155, -0.21207, 0.81169], [0.66736, -0.42706, 1.39774], [1.07178, 0.20675, -0.20722], [1.59704, -2.53249, 0.91529], [2.08787, -1.95594, -0.69169], [1.03254, -3.38351, -0.53405], [-1.40808, 2.38296, 0.84286], [0.16195, 2.01474, 0.91746]],
  "lumo_energy_ev": 3.41,
  "homo_ev": -3.7,
  "molar_mass_da": 216.04,
  "de_lowest_kcal_mol": 0.0,
  "homo_lumo_gap_ev": 7.1,
  "charge": -1
}